Entry 1:
The following is a quantum chemistry calculation of a molecular structure, C2H4NPS, from the OMol25 dataset.

The geometry in XYZ format:
```
9
Properties=species:S:1:pos:R:3
C 0.54 1.47 0.02
C -1.23 -1.40 0.08
N 1.46 0.61 -0.03
P 2.45 -0.54 -0.22
S -1.44 0.13 -0.39
H 0.00 1.51 1.05
H 0.18 1.86 -0.89
H -0.86 -2.05 -0.66
H -1.09 -1.60 1.03
```

Charge = 0
E_LUMO = -0.7 eV
HOMO level = -0.2797 Eh
E_tot = -872.7564 Ha
Multiplicity = 1


Entry 2:
The following is a quantum chemistry calculation of 9 unconnected molecules or ions with the total composition C13H44N12O9, from the OMol25 dataset.

The geometry in XYZ format:
```
78
Properties=species:S:1:pos:R:3
C -3.78 -0.49 0.12
O -4.14 0.53 0.72
N -3.06 -0.41 -1.02
N -4.07 -1.75 0.53
H -2.50 -1.18 -1.34
H -3.01 0.48 -1.48
H -4.67 -1.93 1.31
H -3.91 -2.41 -0.21
C 0.44 -0.79 -0.44
O 0.98 -1.85 -0.81
N -0.47 -0.71 0.56
N 0.86 0.40 -0.91
H -0.84 -1.55 0.97
H -0.82 0.16 0.93
H 1.55 0.28 -1.64
H 0.23 1.17 -0.79
C -1.50 1.75 -3.68
O -2.55 1.24 -3.32
N -0.57 2.33 -2.84
N -1.11 1.92 -4.98
H -0.76 2.37 -1.85
H 0.33 2.66 -3.13
H -0.14 2.15 -5.07
H -1.73 1.60 -5.70
C 4.96 -1.26 0.05
O 6.05 -1.63 0.47
N 3.90 -2.10 0.01
N 4.55 0.05 -0.16
H 4.11 -3.09 0.04
H 2.94 -1.83 -0.14
H 5.02 0.86 0.20
H 3.56 0.10 -0.32
C -1.96 3.44 0.02
O -1.15 2.52 0.29
N -1.59 4.33 -0.94
N -3.20 3.58 0.49
H -2.08 5.21 -0.97
H -0.76 4.11 -1.45
H -3.74 4.38 0.23
H -3.63 2.95 1.15
C 2.39 3.72 1.32
O 3.39 4.32 1.68
N 1.24 4.37 0.94
N 2.28 2.37 1.27
H 1.15 5.37 0.92
H 0.42 3.81 0.74
H 1.53 1.78 0.96
H 3.06 1.96 1.75
C -2.90 1.43 5.15
C -3.27 1.67 3.69
O -2.53 0.73 2.94
H -3.01 0.37 5.40
H -3.35 2.16 5.82
H -1.82 1.56 5.22
H -3.12 2.71 3.37
H -4.35 1.61 3.54
H -2.94 0.54 2.07
C 2.98 -2.18 -4.10
C 1.78 -1.34 -4.46
O 1.84 0.00 -4.00
H 2.94 -3.22 -4.44
H 3.06 -2.16 -3.01
H 3.92 -1.78 -4.49
H 0.90 -1.79 -4.00
H 1.67 -1.31 -5.55
H 2.68 0.38 -4.25
C 1.61 -4.98 2.99
C 0.57 -4.06 2.29
C 0.13 -4.62 0.93
O -0.55 -4.02 3.15
H 2.58 -4.85 2.48
H 1.53 -6.06 2.82
H 1.61 -4.74 4.05
H 1.02 -3.06 2.27
H -0.89 -4.35 0.67
H 0.11 -5.72 0.87
H 0.79 -4.43 0.08
H -0.23 -3.81 4.03
```

Charge = 0
E_LUMO = 0.1 eV
HOMO level = -0.3429 Eh
E_tot = -1856.1651 Ha
Multiplicity = 1


Entry 3:
The following is a quantum chemistry calculation of a single C20H44N4 molecule, from the OMol25 dataset.

The geometry in XYZ format:
```
68
Properties=species:S:1:pos:R:3
C -2.03 3.65 -1.12
H -2.53 3.14 -1.95
C -1.59 2.64 -0.07
H -0.88 1.95 -0.52
H -1.07 3.15 0.74
C -2.77 1.85 0.52
C -3.50 2.71 1.55
H -3.78 3.67 1.13
H -2.86 2.87 2.41
H -4.41 2.21 1.89
H -3.46 1.60 -0.29
C -2.33 0.53 1.19
N -1.09 0.73 1.92
H -0.32 0.66 1.26
C -0.86 -0.19 3.02
C 0.48 0.12 3.69
C 0.67 -0.63 5.01
H 0.18 -0.13 5.85
C 2.18 -0.71 5.16
H 2.50 -1.45 5.90
H 2.58 0.26 5.47
C 2.65 -1.05 3.75
H 2.54 -2.12 3.58
H 3.69 -0.79 3.58
C 1.69 -0.27 2.83
H 2.18 0.61 2.43
H 1.39 -0.89 1.98
H 0.25 -1.64 4.93
H 0.50 1.20 3.88
H -1.67 -0.05 3.75
H -0.87 -1.25 2.72
H -3.10 0.26 1.93
C -2.26 -0.66 0.20
N -1.20 -0.47 -0.77
H -1.50 0.19 -1.48
C -0.76 -1.67 -1.46
C -1.80 -2.18 -2.48
N -2.21 -1.11 -3.36
H -1.41 -0.81 -3.92
C -3.29 -1.48 -4.25
H -4.17 -1.71 -3.64
H -3.53 -0.64 -4.89
H -3.07 -2.36 -4.87
H -1.40 -3.06 -3.02
H -2.70 -2.51 -1.94
C 0.59 -1.39 -2.12
C 1.67 -1.09 -1.08
C 3.04 -0.82 -1.69
C 3.10 0.47 -2.51
N 4.43 0.91 -2.89
H 5.00 1.04 -2.05
C 5.12 0.04 -3.82
H 5.35 -0.96 -3.42
H 6.06 0.52 -4.10
H 4.51 -0.08 -4.71
H 2.65 1.28 -1.93
H 2.53 0.35 -3.44
H 3.77 -0.74 -0.87
H 3.33 -1.67 -2.31
H 1.35 -0.22 -0.50
H 1.74 -1.94 -0.40
H 0.49 -0.53 -2.79
H 0.89 -2.25 -2.72
H -0.61 -2.46 -0.71
H -2.04 -1.57 0.77
H -3.25 -0.79 -0.26
H -1.17 4.18 -1.52
H -2.71 4.38 -0.71
```

Charge = 0
E_LUMO = 0.9 eV
HOMO level = -0.3067 Eh
E_tot = -1007.4628 Ha
Multiplicity = 1


Entry 4:
The following is a quantum chemistry calculation of 2 unconnected molecules or ions with the total composition C18H35BF3IN2OP, from the OMol25 dataset.

The geometry in XYZ format:
```
62
Properties=species:S:1:pos:R:3
C 3.85 1.21 2.56
C 2.52 0.41 2.57
C 1.59 0.86 1.44
P 0.37 -0.44 0.67
F -0.88 0.82 0.79
C 0.73 0.15 -1.14
C -0.37 0.99 -1.83
C -0.21 2.47 -1.57
F -1.40 3.08 -1.17
C -1.01 -1.58 -0.08
C -1.46 -2.81 0.72
C -2.18 -3.76 -0.24
I -2.53 -5.69 0.68
B -0.08 -0.95 2.56
O -0.65 0.07 3.37
N 0.17 -2.25 3.25
C 1.29 -2.24 4.19
C -1.05 -2.64 4.01
C 1.74 -1.78 0.51
C 3.07 -1.35 -0.11
F 1.32 -2.90 -0.28
H 4.23 1.32 3.57
H 3.63 2.22 2.22
H 4.59 0.76 1.91
H 2.12 0.59 3.56
H 2.82 -0.64 2.55
H 0.98 1.66 1.85
H 2.21 1.35 0.70
H 0.92 -0.69 -1.79
H 1.63 0.76 -1.23
H -0.22 0.86 -2.90
H -1.38 0.68 -1.63
H 0.10 2.98 -2.48
H 0.55 2.65 -0.82
H -1.91 -0.99 -0.21
H -0.78 -1.92 -1.08
H -0.64 -3.38 1.13
H -2.18 -2.58 1.48
H -3.14 -3.37 -0.53
H -1.56 -3.94 -1.11
H -1.61 0.11 3.23
H 2.25 -2.36 3.70
H 1.29 -1.35 4.83
H 1.19 -3.09 4.86
H -1.94 -2.16 3.63
H -0.98 -2.38 5.06
H -1.16 -3.72 3.91
H 1.99 -2.23 1.46
H 3.25 -0.28 -0.14
H 3.90 -1.81 0.42
H 3.13 -1.72 -1.12
N -3.02 2.33 -4.48
C -2.68 2.45 -5.76
C -2.27 3.64 -6.34
C -2.21 4.77 -5.54
C -2.57 4.66 -4.20
C -2.96 3.42 -3.72
H -2.74 1.54 -6.35
H -2.00 3.68 -7.38
H -1.90 5.72 -5.95
H -2.54 5.52 -3.54
H -3.24 3.29 -2.68
```

Charge = -1
E_LUMO = 2.5 eV
HOMO level = -0.1277 Eh
E_tot = -1855.1034 Ha
Multiplicity = 1